# C31H91N11O12

A 12-piece molecular cluster, C31H91N11O12 overall (wB97M-V/def2-TZVPD, the Open Molecules 2025 dataset).

Bonds (Å) are listed after each position.
Geometry (Å):
1 N 0.205 -0.515 -1.083  C57 1.383, H58 1.002, H64 1.005
2 H -1.895 0.387 0.926  C118 1.055
3 C -3.173 -3.423 2.789  O9 1.360, C18 1.529, H56 1.082, H85 1.102
4 H -2.329 -4.563 5.051  C138 1.047
5 H 1.671 -2.083 2.137  C84 1.037
6 O -1.384 4.960 3.938  H55 0.938, C123 1.467
7 H 1.620 -3.160 5.501  C27 1.064
8 H 0.059 5.438 -2.578  C116 1.087
9 O -3.559 -3.246 4.081  C3 1.360, C138 1.459
10 C 5.354 -1.438 1.028  H39 1.064, H42 1.058, C63 1.522, H68 1.109
11 H 0.418 -2.126 -4.877  C94 1.104
12 C -0.071 -5.628 0.554  O14 1.236, N15 1.343, N86 1.339
13 H 5.693 2.482 3.137  C134 1.126
14 O -1.207 -5.262 0.234  C12 1.236
15 N 1.053 -4.912 0.385  C12 1.343, H36 0.978, H121 0.956
16 H -0.946 5.269 -1.208  C116 1.120
17 H -4.023 -5.189 -3.611  C77 1.095
18 C -3.097 -2.157 1.934  C3 1.529, H96 1.088, C105 1.501, N141 1.448
19 H 0.952 -7.085 1.682  N86 1.062
20 H -5.354 -5.539 -1.447  C70 1.110
21 H 2.042 5.264 3.913  C127 1.129
22 H 3.062 1.912 -3.620  C75 1.100
23 H -1.575 3.251 -6.453  C82 1.129
24 H 5.163 -2.292 4.918  N108 1.030
25 O -4.222 -3.839 -1.362  H30 0.927, C70 1.416
26 H 2.855 -0.147 3.665  C143 1.138
27 C 2.549 -2.783 5.856  H7 1.064, H35 1.028, C112 1.495, H139 1.127
28 H -3.367 2.965 -6.546  C82 1.143
29 O -1.099 2.971 -2.769  C32 1.436, H107 0.978
30 H -3.820 -3.534 -0.584  O25 0.927
31 H -2.500 -5.528 -2.664  C77 1.124
32 C -1.659 4.259 -3.072  O29 1.436, H69 1.122, H91 1.121, C116 1.485
33 O 1.051 -1.309 3.923  C84 1.403, C143 1.460
34 H 4.453 4.232 -2.283  C140 1.090
35 H 2.382 -2.102 6.606  C27 1.028
36 H 0.962 -4.063 -0.091  N15 0.978
37 H -0.771 0.506 -7.321  C115 1.133
38 H 4.816 -0.738 4.380  N108 1.049
39 H 4.993 -2.438 0.966  C10 1.064
40 H 1.068 2.801 -2.003  N47 0.995
41 H -2.126 0.621 -3.982  N99 1.033
42 H 6.026 -1.443 1.846  C10 1.058
43 H 3.712 2.549 -0.730  C87 1.116
44 H 5.461 1.071 1.085  C120 1.086
45 H -0.082 1.220 -5.867  C115 1.090
46 H -4.209 -0.501 1.337  C105 1.100
47 N 1.705 2.588 -1.269  H40 0.995, C87 1.408, H104 1.000
48 H 2.879 -1.125 -0.242  N93 1.001
49 H -1.628 2.443 -0.858  O113 0.951
50 H -0.765 -7.373 1.224  N86 1.003
51 H 0.691 -1.595 -6.608  C94 1.076
52 H -0.472 -3.512 -2.032  N126 1.013
53 H 2.112 -0.076 5.211  C143 1.064
54 H -3.727 -3.888 6.018  C138 1.113
55 H -1.318 5.194 4.844  O6 0.938
56 H -2.224 -3.931 2.680  C3 1.082
57 C 0.454 -1.852 -1.333  N1 1.383, N126 1.392, O130 1.213
58 H -0.682 -0.179 -1.407  N1 1.002
59 H -1.899 -3.232 0.547  N141 1.040
60 O 5.059 0.540 3.048  C120 1.467, C134 1.373
61 H 3.342 6.994 -0.625  C81 1.062
62 H -0.012 -1.591 2.286  C84 1.061
63 C 4.148 -0.526 1.197  C10 1.522, N93 1.453, H101 1.112, C120 1.490
64 H 0.901 0.201 -0.971  N1 1.005
65 H 4.240 2.142 4.019  C134 1.075
66 H -2.980 0.462 -6.283  C117 1.127
67 H -1.301 -1.983 -2.381  N126 0.989
68 H 5.940 -1.142 0.134  C10 1.109
69 H -2.755 4.255 -2.832  C32 1.122
70 C -4.282 -5.253 -1.413  H20 1.110, O25 1.416, H74 1.120, C77 1.538
71 O 3.015 5.017 -1.053  C81 1.434, C140 1.414
72 H 1.115 -0.587 -5.151  C94 1.080
73 H 0.950 5.776 5.309  C127 1.110
74 H -3.920 -5.655 -0.432  C70 1.120
75 C 3.419 1.573 -2.636  H22 1.100, C87 1.527, H122 1.089, H136 1.091
76 H 0.036 4.396 2.726  C123 1.077
77 C -3.612 -5.686 -2.727  H17 1.095, H31 1.124, C70 1.538, H109 1.096
78 H -0.025 6.218 2.934  C123 1.108
79 N -4.239 1.186 -1.710  C89 1.358, H128 0.995, H137 1.003
80 H 3.860 1.595 1.673  C120 1.073
81 C 3.095 6.389 -1.462  H61 1.062, O71 1.434, H124 1.074, H145 1.071
82 C -2.350 2.482 -6.740  H23 1.129, H28 1.143, H100 1.108, C117 1.508
83 C -1.589 2.587 1.071  O113 1.447, H114 1.114, C118 1.572, H132 1.062
84 C 1.002 -1.391 2.524  H5 1.037, O33 1.403, H62 1.061, H144 1.119
85 H -3.888 -4.043 2.225  C3 1.102
86 N 0.042 -6.777 1.231  C12 1.339, H19 1.062, H50 1.003
87 C 3.064 2.666 -1.631  H43 1.116, N47 1.408, C75 1.527, C140 1.510
88 H -1.430 6.312 -2.666  C116 1.105
89 C -3.860 -0.104 -1.901  N79 1.358, N102 1.340, O125 1.251
90 H -5.820 -0.846 -1.895  N102 0.999
91 H -1.488 4.355 -4.175  C32 1.121
92 H -5.164 -2.026 1.487  C105 1.066
93 N 3.460 -0.328 -0.067  H48 1.001, C63 1.453, H97 1.073
94 C 0.439 -1.296 -5.605  H11 1.104, H51 1.076, H72 1.080, O111 1.426
95 H -4.643 -1.952 -2.176  N102 0.976
96 H -2.396 -1.585 2.538  C18 1.088
97 H 2.768 0.490 -0.022  N93 1.073
98 H 3.242 -2.678 3.915  C112 1.099
99 N -2.370 1.467 -4.525  H41 1.033, H110 1.046, C117 1.424
100 H -2.213 2.236 -7.812  C82 1.108
101 H 3.464 -0.904 1.988  C63 1.112
102 N -4.839 -1.016 -1.979  C89 1.340, H90 0.999, H95 0.976
103 H -2.357 -1.676 0.019  N141 1.035
104 H 1.558 3.260 -0.544  N47 1.000
105 C -4.402 -1.416 1.917  C18 1.501, H46 1.100, H92 1.066, H119 1.113
106 H 2.876 4.290 -3.002  C140 1.118
107 H -1.316 2.392 -3.526  O29 0.978
108 N 4.499 -1.510 5.016  H24 1.030, H38 1.049, C112 1.425
109 H -3.843 -6.752 -2.828  C77 1.096
110 H -3.291 1.901 -4.286  N99 1.046
111 O -0.894 -0.795 -5.685  C94 1.426, C115 1.446
112 C 3.178 -1.980 4.763  C27 1.495, H98 1.099, N108 1.425, C143 1.516
113 O -2.179 2.880 -0.218  H49 0.951, C83 1.447
114 H -0.485 2.727 1.017  C83 1.114
115 C -0.883 0.558 -6.196  H37 1.133, H45 1.090, O111 1.446, C117 1.527
116 C -0.995 5.356 -2.323  H8 1.087, H16 1.120, C32 1.485, H88 1.105
117 C -2.230 1.222 -5.921  H66 1.127, C82 1.508, N99 1.424, C115 1.527
118 C -2.132 1.195 1.561  H2 1.055, C83 1.572, H129 1.062, H131 1.085
119 H -4.669 -1.011 2.919  C105 1.113
120 C 4.592 0.811 1.684  H44 1.086, O60 1.467, C63 1.490, H80 1.073
121 H 1.944 -5.255 0.409  N15 0.956
122 H 4.459 1.292 -2.797  C75 1.089
123 C -0.038 5.220 3.415  O6 1.467, H76 1.077, H78 1.108, C127 1.550
124 H 2.163 6.726 -1.875  C81 1.074
125 O -2.658 -0.441 -1.980  C89 1.251
126 N -0.631 -2.522 -1.891  H52 1.013, C57 1.392, H67 0.989
127 C 1.084 5.058 4.473  H21 1.129, H73 1.110, C123 1.550, H133 1.010
128 H -3.500 1.704 -1.291  N79 0.995
129 H -3.193 1.184 1.523  C118 1.062
130 O 1.481 -2.443 -1.075  C57 1.213
131 H -1.751 0.951 2.547  C118 1.085
132 H -1.997 3.316 1.727  C83 1.062
133 H 1.109 4.111 4.824  C127 1.010
134 C 5.188 1.701 3.771  H13 1.126, O60 1.373, H65 1.075, H142 1.097
135 H -3.884 -5.219 4.802  C138 1.092
136 H 2.898 0.628 -2.479  C75 1.091
137 H -5.140 1.382 -1.316  N79 1.003
138 C -3.344 -4.305 5.061  H4 1.047, O9 1.459, H54 1.113, H135 1.092
139 H 3.115 -3.684 6.229  C27 1.127
140 C 3.402 4.080 -2.038  H34 1.090, O71 1.414, C87 1.510, H106 1.118
141 N -2.621 -2.486 0.607  C18 1.448, H59 1.040, H103 1.035
142 H 5.758 1.604 4.702  C134 1.097
143 C 2.311 -0.780 4.439  H26 1.138, O33 1.460, H53 1.064, C112 1.516
144 H 1.220 -0.392 2.071  C84 1.119
145 H 3.894 6.569 -2.152  C81 1.071

Values from the calculation:
Total energy, eV: -74582.883
SMILES: COC[C@H](C)N.COC[C@H](C)N.COC[C@H](C)N.COC[C@H](C)N.COC[C@H](C)N.NC(N)=O.NC(N)=O.NC(N)=O.CCO.CCO.CCO.CCO
Molar mass, g/mol: 810.134
Energy above the lowest of the compared OMol25 structures with the same formula, charge and spin, kcal per mole: 0.0
Frontier orbital gap, eV: 9.0